(1)
Formula: C40H41NPRuSbSe2
Source: OMol25
Level of theory: the ωB97M-V functional and the def2-TZVPD basis

lowest unoccupied orbital energy (alpha / beta) = -10.63 / -10.42 eV
energy above the lowest of the compared OMol25 structures with the same formula, charge and spin = 2.9471 eV
frontier orbital gap (alpha / beta) = 5.3444 / 5.9681 eV
charge = +3
2S+1 = 2
electronic energy = -192709.6470 eV

CARTESIAN COORDINATES (ANGSTROEM)
Ru 0.479 1.071 0.365
C 2.817 3.041 2.894
Se 1.119 2.112 2.708
C -0.079 3.665 2.924
C -0.038 4.603 1.737
Se -0.473 3.703 0.028
C 1.132 4.259 -0.938
H 2.898 3.397 3.921
H 2.869 3.880 2.201
H 3.621 2.338 2.689
H 0.242 4.179 3.835
H -1.084 3.262 3.087
H 0.956 5.032 1.602
H -0.753 5.417 1.874
H 1.162 5.348 -0.951
H 1.076 3.883 -1.958
H 2.008 3.844 -0.436
N -0.476 1.245 -2.053
C 0.271 0.612 -3.115
C -0.254 0.550 -4.400
C 0.449 -0.081 -5.412
C 1.679 -0.661 -5.144
C 2.217 -0.595 -3.872
C 1.513 0.034 -2.845
P 2.219 0.159 -1.166
C 4.005 0.025 -1.481
C 4.714 -1.148 -1.225
C 6.033 -1.242 -1.634
C 6.659 -0.169 -2.252
C 5.955 1.004 -2.491
C 4.633 1.108 -2.100
C 1.858 -1.400 -0.269
C 1.460 -2.597 -0.856
C 1.233 -3.706 -0.056
C 1.378 -3.624 1.321
C 1.785 -2.437 1.917
C 2.032 -1.329 1.124
H -1.371 0.751 -1.963
H -0.716 2.198 -2.341
H -1.217 0.996 -4.607
H 0.033 -0.114 -6.407
H 2.221 -1.161 -5.929
H 3.185 -1.030 -3.674
H 4.241 -1.993 -0.747
H 6.573 -2.162 -1.472
H 7.695 -0.247 -2.544
H 6.441 1.836 -2.974
H 4.080 2.019 -2.287
H 1.368 -2.676 -1.931
H 0.964 -4.647 -0.512
H 1.213 -4.497 1.930
H 1.930 -2.385 2.987
H 2.456 -0.416 1.563
C -2.816 -4.114 4.174
C -2.955 -4.304 2.810
C -2.564 -3.313 1.924
C -2.035 -2.138 2.428
C -1.872 -1.942 3.787
C -2.273 -2.938 4.664
Sb -1.500 -0.562 1.042
C -2.848 1.018 1.723
C -3.678 1.627 0.792
C -4.564 2.607 1.216
C -4.600 2.984 2.548
C -3.759 2.382 3.470
C -2.864 1.406 3.055
C -2.493 -1.349 -0.707
C -3.860 -1.588 -0.689
C -4.455 -2.177 -1.793
C -3.700 -2.503 -2.910
C -2.338 -2.248 -2.927
C -1.728 -1.692 -1.814
H -3.132 -4.886 4.862
H -3.378 -5.220 2.428
H -2.681 -3.468 0.862
H -1.431 -1.036 4.180
H -2.164 -2.785 5.726
H -3.666 1.325 -0.250
H -5.230 3.071 0.505
H -5.289 3.750 2.875
H -3.799 2.665 4.511
H -2.204 0.947 3.783
H -4.455 -1.331 0.178
H -5.511 -2.403 -1.769
H -4.173 -2.980 -3.757
H -1.745 -2.511 -3.789
H -0.654 -1.549 -1.799

***

(2)
Formula: C5H10O
Source: OMol25
Level of theory: the ωB97M-V functional and the def2-TZVPD basis

lowest unoccupied orbital energy = 0.94 eV
energy above the lowest of the compared OMol25 structures with the same formula, charge and spin = 2.5223 eV
frontier orbital gap = 9.3648 eV
electronic energy = -7392.2431 eV

CARTESIAN COORDINATES (ANGSTROEM)
C 0.329 1.773 0.404
C -0.223 0.372 0.142
C 0.599 -0.328 -0.967
C 0.162 -1.768 -1.099
C -0.260 -0.442 1.439
O -0.896 -1.762 -1.892
H 0.323 2.387 -0.504
H -0.264 2.288 1.168
H 1.363 1.714 0.766
H -1.252 0.467 -0.233
H 0.464 0.226 -1.909
H 1.661 -0.308 -0.691
H -0.693 -1.435 1.286
H -0.852 0.079 2.201
H 0.752 -0.585 1.837
H -1.213 -2.676 -1.949

***

(3)
Formula: C6H11P
Source: OMol25
Level of theory: the ωB97M-V functional and the def2-TZVPD basis

lowest unoccupied orbital energy = 0.48 eV
energy above the lowest of the compared OMol25 structures with the same formula, charge and spin = 0.5732 eV
frontier orbital gap = 8.4103 eV
electronic energy = -15687.2702 eV
SMILES string = CC1=PCC[C@H]1C

CARTESIAN COORDINATES (ANGSTROEM)
C -0.851 -0.232 -0.542
C 0.491 1.030 1.109
C -0.840 1.723 1.179
C 0.515 0.204 -0.189
C -1.097 -1.292 -1.486
C 1.457 -0.968 -0.116
P -2.162 0.693 0.327
H 1.310 1.780 1.330
H 0.695 0.338 1.970
H -1.178 1.890 2.295
H -0.968 2.670 0.653
H 0.841 0.819 -1.016
H -2.091 -1.299 -2.010
H -1.109 -2.311 -0.939
H -0.237 -1.449 -2.326
H 2.204 -0.621 0.577
H 1.935 -1.134 -1.150
H 1.084 -1.841 0.335

***

(4)
Formula: C21H25N3O4
Source: OMol25
Level of theory: the ωB97M-V functional and the def2-TZVPD basis

lowest unoccupied orbital energy = 0.04 eV
energy above the lowest of the compared OMol25 structures with the same formula, charge and spin = 1.8184 eV
frontier orbital gap = 8.7401 eV
electronic energy = -34843.9876 eV
SMILES string = CCCc1cc(=O)oc2cc(C)cc(OCC(=O)NCCCn3ccnc3)c12

CARTESIAN COORDINATES (ANGSTROEM)
C -5.293 -1.829 1.299
H -6.256 -1.759 1.798
C -4.709 -0.438 1.074
C -3.358 -0.531 0.370
C -2.686 0.773 0.058
C -3.228 1.954 0.437
C -2.636 3.239 0.144
O -3.085 4.308 0.476
O -1.471 3.220 -0.574
C -0.893 2.069 -0.974
C 0.290 2.217 -1.691
C 0.972 1.108 -2.149
C 0.457 -0.156 -1.868
C -0.712 -0.324 -1.144
C -1.436 0.803 -0.679
O -1.204 -1.560 -0.827
C -0.511 -2.709 -1.261
H -1.155 -3.549 -0.983
H -0.374 -2.724 -2.348
C 0.851 -2.899 -0.575
O 1.793 -3.412 -1.137
N 0.865 -2.466 0.699
H 0.038 -2.018 1.065
C 2.045 -2.489 1.531
H 1.804 -2.978 2.480
C 2.582 -1.081 1.795
H 3.397 -1.138 2.518
H 1.792 -0.463 2.228
C 3.081 -0.429 0.501
N 3.436 0.948 0.695
C 4.678 1.484 0.759
N 4.650 2.772 0.955
C 3.335 3.103 1.030
C 2.565 1.988 0.874
H 1.503 1.851 0.860
H 3.029 4.117 1.190
H 5.569 0.899 0.649
H 3.956 -0.966 0.128
H 2.293 -0.481 -0.257
H 2.789 -3.087 1.000
H 0.995 -1.017 -2.233
C 2.249 1.262 -2.910
H 2.702 0.297 -3.120
H 2.953 1.868 -2.341
H 2.063 1.773 -3.853
H 0.657 3.214 -1.870
H -4.153 2.010 0.985
H -3.486 -1.078 -0.567
H -2.682 -1.130 0.987
H -5.402 0.146 0.467
H -4.593 0.060 2.039
H -5.435 -2.343 0.351
H -4.630 -2.429 1.919